Below is a structure of composition C45H40GeN2O3PS5SbTc, with properties calculated with wB97M-V/def2-TZVPD.

Each line ends with the Mulliken charge.
CARTESIAN COORDINATES (ANGSTROEM)
Tc (0.52014, -1.57633, -1.29862)  -0.122
O (1.87368, -2.75698, -3.68941)  -0.585
N (2.13186, -2.56937, -2.33907)  0.795
C (3.20922, -3.12234, -2.05393)  -0.937
C (3.83282, -3.22694, -0.72251)  0.940
C (5.07656, -3.84036, -0.70773)  -1.026
C (5.75177, -3.99945, 0.51529)  -0.689
C (5.15012, -3.83104, 1.76446)  -1.037
C (3.88282, -3.29581, 1.67670)  -0.400
C (3.25128, -2.93012, 0.54838)  0.551
P (1.82179, -1.94625, 0.65367)  2.440
C (1.00792, -2.41154, 2.26556)  0.824
C (1.59214, -1.89921, 3.47556)  -0.287
C (1.00313, -2.28136, 4.68329)  -0.892
C (-0.10969, -3.17852, 4.74945)  -0.807
C (-0.64309, -3.64172, 3.53225)  -0.478
C (-0.13164, -3.22106, 2.27163)  -0.439
C (2.42154, -0.25108, 0.99448)  -0.007
C (1.59201, 0.73490, 1.72576)  -0.467
C (2.04611, 2.01245, 1.92122)  -0.613
C (3.30125, 2.40371, 1.51874)  -0.581
C (4.15218, 1.49434, 0.88392)  -1.178
C (3.69562, 0.20457, 0.56290)  -0.552
H (1.17878, -2.12367, -3.83509)  0.289
H (3.81123, -3.54126, -2.94117)  0.254
H (5.47271, -4.12826, -1.67453)  0.493
H (6.79233, -4.29902, 0.44052)  0.421
H (5.62279, -3.95880, 2.72430)  0.505
H (3.34781, -3.21121, 2.63082)  0.390
H (2.42541, -1.15315, 3.51639)  0.409
H (1.48699, -2.09659, 5.64099)  0.419
H (-0.42626, -3.43397, 5.72336)  0.511
H (-1.47841, -4.34525, 3.49846)  0.450
H (-0.44599, -3.91003, 1.40472)  0.006
H (0.73591, 0.36566, 2.22214)  0.787
H (1.43985, 2.65060, 2.49165)  0.443
H (3.71887, 3.33631, 1.98448)  0.400
H (5.11761, 1.91762, 0.77138)  0.532
H (4.40601, -0.53606, 0.20117)  0.450
S (-1.57854, -1.97325, -5.00020)  -0.416
Sb (-2.67055, -0.46851, -3.84207)  0.877
S (-0.77730, -3.32591, -1.64436)  -0.197
S (1.45617, 0.14058, -2.46133)  -0.209
S (0.00726, 1.10599, -3.49605)  -0.050
O (-2.27128, -1.04027, -1.84919)  -0.653
C (-1.99691, -0.28275, -0.80387)  0.070
O (-0.86216, -0.39147, -0.36613)  0.674
C (-3.12229, 0.53291, -0.22554)  -0.438
C (-2.77335, 1.33629, 0.97944)  -1.553
Ge (-2.26635, 3.23915, 0.72597)  1.860
C (-0.81595, 3.28585, -0.65289)  0.044
C (0.48245, 3.60174, -0.30665)  -0.723
C (1.61798, 3.65786, -1.21921)  -0.593
C (1.33544, 3.22848, -2.48312)  -1.373
C (0.02584, 2.95525, -2.94283)  0.586
C (-1.02568, 3.14588, -2.03497)  -0.591
C (-1.52579, 4.08679, 2.32621)  -0.135
C (-0.85121, 3.53322, 3.38073)  0.081
C (-0.35459, 4.30540, 4.45882)  -0.730
C (-0.77029, 5.64438, 4.56574)  -0.525
C (-1.47404, 6.23630, 3.49637)  -0.648
C (-1.81406, 5.45437, 2.44537)  -0.416
C (-3.83861, 4.16096, 0.18578)  0.338
C (-5.03519, 3.80322, 0.67898)  -0.531
C (-6.23011, 4.35934, 0.23906)  -0.742
C (-6.18020, 5.43222, -0.64624)  -0.501
C (-4.95468, 5.97402, -0.97829)  -0.682
C (-3.80280, 5.23991, -0.70473)  -0.475
H (-3.85312, -0.25197, 0.06555)  0.477
H (-3.56216, 1.14397, -1.02037)  0.310
H (-1.89244, 0.95558, 1.44504)  0.343
H (-3.59719, 1.32123, 1.64472)  0.697
H (0.64698, 3.97094, 0.69600)  0.578
H (2.54010, 4.09634, -0.92195)  0.680
H (2.20043, 3.19554, -3.10848)  0.432
H (-0.17583, 3.47601, -3.92452)  0.512
H (-2.03019, 3.01350, -2.36274)  0.757
H (-0.70711, 2.42009, 3.42780)  0.324
H (0.16922, 3.89497, 5.28176)  0.496
H (-0.69626, 6.26798, 5.42739)  0.446
H (-1.86887, 7.27541, 3.56831)  0.385
H (-2.37311, 5.82611, 1.56715)  0.223
H (-5.10853, 2.97429, 1.35242)  0.331
H (-7.12568, 4.12052, 0.68034)  0.487
H (-7.08798, 5.95252, -0.90756)  0.394
H (-4.88309, 6.85331, -1.58165)  0.443
H (-2.83736, 5.61774, -0.99580)  0.369
S (0.42031, -4.99708, -1.60321)  -0.133
C (-0.24223, -5.88454, -3.01767)  0.901
N (-0.61946, -5.16824, -4.04373)  0.388
C (-0.84978, -5.74099, -5.25096)  0.031
C (-0.74920, -7.08648, -5.39422)  -0.630
C (-0.35174, -7.87755, -4.30905)  -0.312
C (-0.12822, -7.23352, -3.11634)  -0.753
H (-0.79010, -4.16162, -3.95767)  -0.355
H (-1.15837, -5.05222, -6.05226)  0.332
H (-1.08296, -7.56887, -6.31072)  0.421
H (-0.10056, -8.93787, -4.48585)  0.417
H (0.32607, -7.79638, -2.34808)  0.449

The value obtained for the energy relative to the best compared isomer or geometry (same formula, charge and spin) is 8.51 kcal/mol. The molar mass is 1140.51 u. Its HOMO energy (spin up / spin down) is -15.0 / -15.0 eV. Its net charge is +3. Its frontier orbital gap (spin up / spin down) is 5.42 / 5.42 eV.

Below is a structure of composition C45H41GeN5O4S4V, with properties calculated with wB97M-V/def2-TZVPD.

Each line ends with the Löwdin spin population.
CARTESIAN COORDINATES (ANGSTROEM)
V (0.48270, 0.45324, -0.31558)  0.535
N (1.86630, 0.66794, 2.77442)  -0.004
N (0.67610, 1.41074, 2.85432)  0.003
C (0.01750, 1.77654, 1.69332)  0.004
O (-1.16430, 2.04954, 1.72532)  0.001
O (0.73520, 1.82454, 0.63132)  0.008
H (1.69170, -0.33986, 2.73292)  -0.001
H (2.43450, 0.86924, 3.59122)  0.000
H (0.02810, 1.20034, 3.61412)  0.000
S (-0.31870, -1.05116, 1.32912)  0.042
C (-1.85870, -1.07606, 0.61362)  0.175
N (-2.96430, -1.23336, 1.37292)  0.144
C (-4.21560, -1.57696, 0.73762)  0.013
C (-4.32060, -0.85526, -0.59888)  0.012
N (-3.14920, -1.15356, -1.39088)  0.158
C (-3.33840, -1.46896, -2.78628)  0.013
C (-3.89800, -2.86426, -2.90918)  0.007
C (-3.18980, -3.92946, -2.36328)  0.001
C (-3.69620, -5.21386, -2.42848)  0.000
C (-4.91480, -5.44786, -3.04388)  0.001
C (-5.62190, -4.39406, -3.59508)  0.000
C (-5.11850, -3.10576, -3.52378)  0.002
C (-1.94030, -1.07846, -0.80848)  0.161
S (-0.49700, -1.08746, -1.72328)  0.038
C (-2.92920, -1.24276, 2.81882)  0.011
C (-3.14080, -2.62596, 3.38702)  0.006
C (-4.29210, -2.92996, 4.10152)  0.001
C (-4.48250, -4.19626, 4.62792)  0.000
C (-3.52450, -5.17646, 4.43682)  0.000
C (-2.37380, -4.88116, 3.72432)  0.000
C (-2.18090, -3.61476, 3.20172)  0.002
H (-5.03650, -1.28266, 1.39542)  0.001
H (-4.26390, -2.66456, 0.57792)  0.004
H (-4.38670, 0.22794, -0.43718)  0.003
H (-5.20320, -1.18786, -1.14818)  0.000
H (-2.36460, -1.40586, -3.28058)  0.000
H (-4.00430, -0.72286, -3.22688)  0.004
H (-2.23200, -3.74716, -1.89688)  0.000
H (-3.14000, -6.03456, -2.00128)  0.000
H (-5.30610, -6.45186, -3.10628)  0.000
H (-6.57170, -4.57406, -4.07658)  0.000
H (-5.67230, -2.28696, -3.96038)  0.000
H (-3.70780, -0.56316, 3.18262)  0.004
H (-1.95270, -0.85906, 3.12812)  -0.001
H (-5.04040, -2.16786, 4.26592)  0.000
H (-5.37640, -4.41636, 5.19372)  0.000
H (-3.66960, -6.16436, 4.84972)  0.000
H (-1.61750, -5.63926, 3.58572)  0.000
H (-1.27400, -3.38726, 2.66042)  0.002
C (2.14030, -0.23906, -0.23968)  -0.301
Ge (3.65720, 0.74944, 0.49992)  -0.027
C (4.54370, -0.38956, 1.87912)  -0.005
C (4.24530, -1.74776, 1.89592)  -0.003
C (4.94200, -2.62026, 2.71072)  0.000
C (5.93950, -2.13646, 3.53842)  0.000
C (6.22470, -0.78176, 3.55532)  0.000
C (5.53150, 0.08664, 2.72932)  0.000
C (4.92050, 0.78484, -1.05348)  -0.007
C (4.46330, 0.54164, -2.34338)  -0.005
C (5.31240, 0.66844, -3.42898)  0.000
C (6.63180, 1.04184, -3.23788)  0.000
C (7.09990, 1.28824, -1.95848)  0.000
C (6.24660, 1.16034, -0.87768)  -0.001
C (3.39180, 2.69794, 0.82382)  0.001
C (3.18600, 3.29944, 2.05642)  0.000
C (2.95220, 4.65954, 2.15182)  0.000
C (2.96140, 5.44854, 1.01642)  0.000
C (3.19820, 4.86444, -0.21618)  0.000
C (3.39610, 3.49904, -0.31198)  0.000
H (2.43900, -1.18186, -0.70538)  -0.014
H (3.45610, -2.12656, 1.26142)  -0.002
H (4.71150, -3.67546, 2.70772)  0.000
H (6.49060, -2.81506, 4.17242)  0.000
H (6.99520, -0.40326, 4.21292)  0.000
H (5.76780, 1.14334, 2.74382)  0.000
H (3.42250, 0.27144, -2.49128)  -0.004
H (4.94160, 0.48274, -4.42698)  0.000
H (7.29470, 1.13694, -4.08528)  0.000
H (8.12850, 1.58554, -1.80658)  0.000
H (6.60670, 1.36064, 0.12252)  0.000
H (3.20010, 2.70924, 2.95792)  0.000
H (2.76270, 5.10734, 3.11682)  0.000
H (2.79440, 6.51334, 1.09252)  0.000
H (3.23370, 5.47734, -1.10558)  0.000
H (3.55490, 3.04584, -1.28258)  0.000
O (-3.72130, 2.57844, -0.33158)  0.001
S (-3.01620, 2.32334, -1.55208)  0.001
O (-3.68670, 1.42994, -2.46838)  0.002
N (-1.47840, 1.75724, -1.31098)  0.008
C (-0.63730, 2.44024, -2.03498)  0.003
S (0.96250, 1.95874, -2.17468)  -0.001
C (-1.17840, 3.60154, -2.75528)  0.000
C (-0.52890, 4.48514, -3.60578)  0.001
C (-1.26950, 5.50594, -4.18458)  0.000
C (-2.62570, 5.65244, -3.92558)  0.000
C (-3.27560, 4.76544, -3.07328)  0.000
C (-2.53230, 3.76264, -2.50138)  0.000
H (0.52170, 4.36154, -3.81678)  0.000
H (-0.78480, 6.19604, -4.85858)  0.000
H (-3.18550, 6.44504, -4.40258)  0.000
H (-4.33060, 4.84824, -2.86388)  0.000

The value obtained for the energy relative to the best compared isomer or geometry (same formula, charge and spin) is 43.20 kcal/mol. As for the spin multiplicity: 2. The molar mass is 967.68 u. Its HOMO energy (spin up / spin down) is -6.8 / -8.0 eV. Its frontier orbital gap (spin up / spin down) is 6.05 / 6.99 eV.

Question: energy relative to the best compared isomer or geometry (same formula, charge and spin) of number 2 (C45H41GeN5O4S4V)?
Answer: 43.20 kcal/mol

Question: Among the records above, which one has the lowest energy relative to the best compared isomer or geometry (same formula, charge and spin)?
Answer: C45H40GeN2O3PS5SbTc